# 1
This record from the Open Molecules 2025 dataset describes a structure of composition C9H10F6GaIN2O4S2Te. The level of theory is ωB97M-V/def2-TZVPD.

HOMO (eV): -16.066
Energy relative to the best compared isomer or geometry (same formula, charge and spin) (eV): 1.7592
Orbital gap (eV): 7.75

```
! RIJCOSX wB97M-V def2-TZVPD def2/J DEFGRID3
* xyz 2 1
I -2.58479 2.41553 -1.22308
Te 0.08720 1.40300 -0.88700
Ga 1.85457 -4.05686 0.52707
S 0.94429 -1.05230 2.07947
S 2.52743 -0.57169 -0.14295
F 0.58838 -1.14708 4.63075
F 4.59252 -2.06395 0.31107
F 2.63319 -0.75155 4.03022
F 4.97092 -0.41512 -1.04825
F 1.13469 0.80995 3.87154
F 4.77543 -0.04373 1.07794
O 1.32113 -2.46621 2.05723
O 2.41309 0.61190 -1.02672
O 2.01566 -1.82522 -0.64720
O -0.41798 -0.72077 1.80642
N -2.42535 -0.49889 -1.42209
N 1.93098 -0.14090 1.23131
C -4.67195 0.18291 -0.90503
C -5.07852 -1.14871 -0.92147
C 0.70102 2.93141 0.44200
C -3.34094 0.39088 -1.16345
C 4.37255 -0.77703 0.06274
C 0.63443 2.37705 -2.68565
C 1.36348 -0.49347 3.79331
C -4.14519 -2.13724 -1.18699
C -2.82902 -1.77120 -1.43024
H -5.36136 0.98960 -0.70012
H 1.71004 2.24308 -2.78106
H -2.07127 -2.51196 -1.65037
H -4.42926 -3.17945 -1.20988
H 0.38070 3.43077 -2.60594
H 1.03167 2.43198 1.34884
H -0.13843 3.59267 0.63823
H 0.10628 1.89542 -3.50429
H -6.11245 -1.40022 -0.72818
H 1.51684 3.46740 -0.03819
*
```


# 2
This record from the Open Molecules 2025 dataset describes a structure of composition C9H10FNOP2 at a distorted geometry. The level of theory is ωB97M-V/def2-TZVPD.

HOMO (eV): -8.253
Energy relative to the best compared isomer or geometry (same formula, charge and spin) (eV): 0.5033
Orbital gap (eV): 7.01

```
! RIJCOSX wB97M-V def2-TZVPD def2/J DEFGRID3
* xyz 0 1
P 0.51396 -2.39788 2.35566
P 1.54736 0.12222 2.86106
F -1.48481 -1.13315 1.20591
O 1.09619 0.12804 1.19667
N 1.60344 -1.57964 3.22311
C -1.82515 -2.86846 -0.86586
C -0.55904 -2.06086 1.09809
C 0.65321 2.50608 0.90344
C 0.73333 0.94381 -0.95500
C 0.27996 3.28775 -1.39221
C 0.40218 3.57429 -0.02092
C 0.73101 1.19928 0.45358
C -0.90576 -2.98744 0.06844
C 0.39782 1.91954 -1.88253
H -0.18870 -3.84582 0.03771
H 0.34150 0.30327 3.39688
H -1.87199 -3.44082 -1.77718
H 0.58998 4.55840 0.40517
H -0.02784 3.96515 -2.21565
H -2.53736 -2.07043 -0.86343
H 0.57609 2.67698 1.98475
H 0.25344 1.73431 -2.90694
H 1.10233 -3.34730 1.66601
H 1.06228 -0.10135 -1.32640
*
```


# 3
This record from the Open Molecules 2025 dataset describes the ion C9H10IN4 with charge +1 at a distorted geometry. The level of theory is ωB97M-V/def2-TZVPD.

HOMO (alpha / beta) (eV): -11.102 / -11.102
Energy relative to the best compared isomer or geometry (same formula, charge and spin) (eV): 3.2610
Orbital gap (alpha / beta) (eV): 6.44 / 6.44

```
! RIJCOSX wB97M-V def2-TZVPD def2/J DEFGRID3
* xyz 1 1
I 2.84216 -2.55052 0.95333
N -0.23317 0.35807 -0.02330
N 1.26202 1.17244 1.60366
N 0.95509 -1.79994 0.77834
N 2.82046 1.96144 3.23315
C -1.67694 -2.12802 -2.29723
C 1.84237 1.18470 2.75291
C -0.61385 -0.83030 -0.63236
C -1.57959 -0.95465 -1.63050
C -0.85000 -3.22822 -2.02496
C -0.76972 1.73002 -0.43050
C 0.77198 0.38820 0.76146
C 0.08395 -3.14426 -1.02754
C 0.19720 -1.95340 -0.26124
H -1.77692 1.39998 -0.71539
H 0.88997 -3.83803 -0.69607
H -0.33327 2.08512 -1.36302
H -0.72135 2.55639 0.38336
H 2.95211 2.08722 4.20321
H -2.27736 -0.19159 -2.08661
H 3.14266 2.69057 2.63808
H -2.46038 -2.07770 -2.98746
H 1.61010 0.53424 3.55759
H -1.02616 -4.07532 -2.56774
*
```


# 4
This record from the Open Molecules 2025 dataset describes a structure of composition C9H10N2 at a distorted geometry. The level of theory is ωB97M-V/def2-TZVPD.

HOMO (eV): -8.006
Energy relative to the best compared isomer or geometry (same formula, charge and spin) (eV): 2.1423
Orbital gap (eV): 8.23

```
! RIJCOSX wB97M-V def2-TZVPD def2/J DEFGRID3
* xyz 0 1
N 0.55021 -2.85785 1.31213
N 1.37892 0.95316 -1.28377
C 1.04804 -1.34279 -1.87458
C 1.59012 0.04638 -2.15040
C 0.54329 0.67920 -0.28774
C -0.71962 -0.10722 -0.54738
C 0.62176 1.14049 1.12427
C -1.54177 0.02633 0.72566
C 0.42097 -2.12404 0.43134
C 0.21146 -1.27752 -0.64207
C -0.54446 0.42528 1.82631
H -0.17638 -0.46898 2.32884
H 0.50524 2.22791 1.14706
H -2.05655 -0.90295 0.97132
H 1.58463 0.90779 1.58392
H 2.10462 0.27578 -3.06885
H 1.86777 -2.05869 -1.78101
H -1.01469 1.06011 2.57656
H -2.28738 0.80910 0.58071
H 0.45096 -1.61461 -2.75075
H -1.25380 0.11425 -1.47281
*
```


# 5
This record from the Open Molecules 2025 dataset describes the molecule C9H10N2 at a distorted geometry. The level of theory is ωB97M-V/def2-TZVPD.

HOMO (alpha / beta) (eV): -6.860 / -6.857
Energy relative to the best compared isomer or geometry (same formula, charge and spin) (eV): 5.4144
Orbital gap (alpha / beta) (eV): 7.04 / 7.04
Structure (SMILES): CC1=C(c2nccn2C)C=C1

```
! RIJCOSX wB97M-V def2-TZVPD def2/J DEFGRID3
* xyz 0 1
N 1.48952 0.64400 0.14881
N 2.06798 -1.46342 -0.00471
C -2.81170 0.76398 0.00257
C 0.75643 1.92068 0.11130
C -2.02635 -0.53197 -0.21375
C -0.31492 -0.95935 -0.23178
C -0.79222 -2.23042 -0.48087
C 2.80725 0.64188 0.36494
C -2.26439 -1.85294 -0.43871
C 3.12979 -0.71149 0.28724
C 1.04427 -0.63801 -0.08523
H 3.36345 1.46749 0.50430
H -3.33144 0.52951 0.89773
H -0.35629 1.68813 0.02496
H 1.08678 2.42408 1.08408
H -0.26978 -3.14930 -0.52937
H -3.01642 -2.51457 -0.35181
H 4.05928 -1.08590 0.38826
H -3.62076 0.90681 -0.88690
H -2.09096 1.61416 0.11158
H 1.09046 2.53663 -0.70265
*
```


# 6
This record from the Open Molecules 2025 dataset describes the molecule C9H10N2O at a distorted geometry. The level of theory is ωB97M-V/def2-TZVPD.

HOMO (eV): -7.988
Energy relative to the best compared isomer or geometry (same formula, charge and spin) (eV): 0.5254
Orbital gap (eV): 8.96
Structure (SMILES): CCc1nc2c(N)cccc2o1

```
! RIJCOSX wB97M-V def2-TZVPD def2/J DEFGRID3
* xyz 0 1
O -0.89291 -1.05674 -0.34843
N -0.39785 1.14621 -0.30924
N 2.38203 2.18351 -0.04844
C -3.63741 -0.18764 0.59478
C 1.42786 -1.98611 -0.14056
C 0.49146 -0.96043 -0.23056
C 2.73915 -1.53406 -0.00218
C 0.78097 0.38425 -0.21081
C -2.80133 0.46377 -0.47964
C 2.10236 0.82116 -0.03954
C -1.30937 0.24291 -0.39084
C 3.05766 -0.16686 0.05643
H 4.10392 0.14947 0.24934
H 1.20792 -3.04083 -0.20544
H -3.54930 -1.28242 0.65638
H 3.24071 2.41995 0.41387
H -2.92576 1.55613 -0.53835
H 3.57051 -2.23421 0.15238
H -3.39533 0.22041 1.60096
H -4.71268 0.03931 0.39099
H -3.11437 0.02971 -1.45875
H 1.63176 2.79252 0.28763
*
```


# 7
This record from the Open Molecules 2025 dataset describes a structure of composition C9H10N2O2P at a distorted geometry. The level of theory is ωB97M-V/def2-TZVPD.

HOMO (eV): -4.449
Energy relative to the best compared isomer or geometry (same formula, charge and spin) (eV): 2.2980
Orbital gap (eV): 7.77

```
! RIJCOSX wB97M-V def2-TZVPD def2/J DEFGRID3
* xyz -1 1
P 1.96271 0.92251 1.09806
O -4.68978 -0.19539 0.88308
O -4.10449 0.04948 -1.28336
N 1.04045 -0.48266 0.96973
N 0.26917 1.25184 -0.34786
C 0.36802 -0.87557 -1.59418
C 0.21634 -0.91449 2.00367
C -0.11071 -0.13406 -0.36433
C -1.37036 -0.64782 0.29767
C -3.88840 0.04526 -0.03905
C -0.69174 2.13917 -0.38198
C -2.06540 1.71466 -0.23221
C -1.10559 -1.10318 1.75667
C -2.35426 0.42892 0.21878
H -2.91212 2.36918 -0.44849
H -0.24102 3.17364 -0.31160
H -1.75354 -1.69254 2.28209
H 2.58730 0.54163 -0.06761
H 2.86728 0.41745 1.97482
H 1.32833 -0.43289 -1.87120
H -1.84587 -1.42008 -0.30614
H 0.72312 -1.18983 2.94560
H 0.58728 -1.92691 -1.33235
H -0.21421 -0.97218 -2.55069
*
```


# 8
This record from the Open Molecules 2025 dataset describes a structure of composition C9H10N2O2S at a distorted geometry. The level of theory is ωB97M-V/def2-TZVPD.

HOMO (alpha / beta) (eV): -7.213 / -7.213
Energy relative to the best compared isomer or geometry (same formula, charge and spin) (eV): 5.6255
Orbital gap (alpha / beta) (eV): 7.29 / 7.29

```
! RIJCOSX wB97M-V def2-TZVPD def2/J DEFGRID3
* xyz 0 1
S 1.20575 -2.18533 -0.59432
O 1.16174 -3.05607 0.59735
O -1.66957 -3.11365 -1.38880
N -1.27662 -1.01658 -0.37172
N 1.95405 -0.61568 0.05958
C -0.62066 2.60727 -0.77280
C 1.38475 1.71535 0.01231
C -1.18099 -2.10173 -1.04721
C -2.57155 -0.85388 0.26737
C -0.39186 0.22832 -0.46220
C 0.68285 2.81759 -0.31249
C 2.44191 -0.85417 1.34620
C 0.92709 0.39385 -0.06179
C -1.07596 1.35184 -1.04964
H -3.12018 -0.14932 -0.28852
H -2.38439 -0.50247 1.23859
H -1.06334 3.46598 -1.24661
H 2.35678 1.69486 0.26669
H 2.88150 -1.84614 1.29254
H 3.05784 -0.01081 1.77474
H 1.08147 3.77599 -0.30739
H -2.16649 1.20101 -1.28740
H 1.61104 -1.09991 2.05854
H -3.22518 -1.84634 0.27697
*
```